The following is a DFT calculation (wB97M-V/def2-TZVPD) of a molecular structure, C37H33GeKO2P2.

XYZ file:
```
76
Properties=species:S:1:pos:R:3:forces:R:3
K -0.51215 -0.73254 -0.45778 -0.055 -0.112 -0.120
O -1.13324 0.40423 1.64110 0.152 0.098 -0.015
P -0.56006 1.69061 2.16202 -0.120 0.049 0.003
C -0.54481 2.98035 0.87802 0.066 0.091 0.053
P 0.55102 2.78856 -0.56906 -0.106 0.051 0.048
O 0.41018 1.43565 -1.20663 0.036 0.065 0.156
C 2.22272 3.14527 -0.02960 0.021 0.005 -0.044
C 2.52430 4.23736 0.78447 -0.004 -0.001 -0.008
C 3.83956 4.50957 1.11966 0.003 0.000 0.003
C 4.85928 3.69352 0.64523 0.000 0.001 0.001
C 4.56495 2.60679 -0.16415 0.001 0.002 -0.002
C 3.24813 2.33285 -0.50437 -0.007 -0.003 0.002
C 0.01785 4.12920 -1.64023 0.038 -0.034 -0.052
C -1.26825 4.05549 -2.18063 -0.003 0.005 0.007
C -1.72906 5.05253 -3.02130 0.001 0.004 0.000
C -0.90727 6.12995 -3.33213 -0.001 -0.002 0.000
C 0.37340 6.20372 -2.80841 -0.002 0.003 -0.003
C 0.83945 5.20486 -1.96414 0.008 -0.009 -0.006
C 1.12593 1.48929 2.74885 -0.007 0.018 0.061
C 1.69585 2.42202 3.61354 0.004 -0.004 -0.022
C 3.00759 2.26867 4.03107 0.005 0.007 0.005
C 3.75364 1.18229 3.59389 0.006 0.000 -0.002
C 3.18857 0.24328 2.74277 -0.007 0.016 0.002
C 1.87678 0.39830 2.32399 -0.012 -0.013 -0.032
C -1.47645 2.39666 3.53392 -0.033 -0.079 0.008
C -2.18176 3.59478 3.46522 -0.008 0.007 -0.006
C -2.89369 4.04657 4.56776 0.000 0.001 0.000
C -2.90602 3.30352 5.73779 0.001 -0.001 -0.001
C -2.20981 2.10304 5.81136 -0.002 0.004 0.002
C -1.49825 1.65052 4.71476 0.015 0.001 -0.002
H -0.32028 3.94574 1.33991 0.043 -0.002 -0.015
H -1.56449 3.05231 0.48738 -0.009 -0.022 0.009
H 1.73908 4.88972 1.14922 0.001 0.001 0.003
H 4.07166 5.35943 1.74756 -0.001 0.000 0.000
H 5.88693 3.91081 0.90515 0.000 0.000 0.000
H 5.36163 1.97672 -0.53662 -0.001 0.000 -0.001
H 3.00715 1.49326 -1.14395 0.003 -0.001 0.000
H -1.90776 3.20979 -1.95272 -0.001 0.001 -0.001
H -2.72586 4.99308 -3.43712 -0.001 -0.001 0.000
H -1.26779 6.91046 -3.98871 -0.001 0.001 0.000
H 1.01510 7.03765 -3.05858 0.000 0.000 0.000
H 1.84495 5.26453 -1.56947 -0.001 0.003 -0.003
H 1.11153 3.26208 3.97107 -0.001 -0.001 0.002
H 3.44721 2.99172 4.70508 -0.002 0.000 0.000
H 4.77599 1.06218 3.92728 0.000 0.000 -0.003
H 3.76835 -0.60908 2.41427 0.002 0.000 0.000
H 1.42417 -0.34126 1.67378 0.024 0.006 0.046
H -2.19084 4.18726 2.55973 0.002 -0.003 -0.002
H -3.43798 4.97944 4.51068 0.000 0.001 0.000
H -3.45924 3.65950 6.59657 0.000 0.001 0.001
H -2.22055 1.52433 6.72502 0.000 -0.002 -0.001
H -0.95197 0.71615 4.77495 0.000 0.001 0.003
Ge -1.78553 -5.43356 -2.77278 -0.047 -0.138 -0.079
C -0.47153 -5.83077 -4.04401 -0.027 -0.011 0.013
C -0.28044 -4.88330 -5.06281 0.036 0.018 0.023
C 0.60106 -5.14939 -6.09447 0.009 0.000 0.003
C 1.29978 -6.35006 -6.10803 -0.002 0.002 -0.001
C 1.12452 -7.29199 -5.09755 0.003 0.001 0.004
C 0.23837 -7.04179 -4.06947 -0.003 -0.004 0.000
C -2.60324 -6.50815 -1.47880 0.020 -0.006 -0.025
C -2.16641 -7.80665 -1.17141 -0.002 -0.005 -0.004
C -2.87573 -8.56894 -0.26565 0.004 0.001 0.003
C -4.02479 -8.05200 0.32709 -0.003 0.002 -0.002
C -4.46785 -6.76952 0.02842 0.005 0.001 0.010
C -3.75794 -5.99252 -0.86833 0.024 0.018 0.032
H -2.33823 -4.01150 -2.86231 -0.027 -0.010 -0.018
H -0.82367 -3.94550 -5.05284 -0.010 -0.005 -0.007
H 0.74423 -4.42744 -6.88629 -0.001 0.000 0.000
H 1.98911 -6.55778 -6.91570 0.001 0.001 0.001
H 1.67722 -8.22086 -5.12126 -0.001 -0.001 -0.001
H 0.10448 -7.78245 -3.29314 -0.008 -0.005 -0.008
H -1.27912 -8.21928 -1.63152 -0.008 -0.005 -0.008
H -2.54266 -9.56803 -0.02127 -0.002 -0.001 -0.001
H -4.58086 -8.65902 1.02919 0.000 0.001 0.002
H -5.36276 -6.38083 0.49392 -0.001 0.000 -0.001
H -4.10342 -4.99138 -1.09849 -0.007 -0.004 -0.010
```
Positions in Å, forces in eV/Å.

Values from the calculation:
Energy above the lowest of the compared OMol25 structures with the same formula, charge and spin, eV: 0.0000
Total charge: +2
Molecular weight, g/mol: 683.3

***

The following is a DFT calculation (wB97M-V/def2-TZVPD) of a molecular structure, C37H33IKN5O5S2.

XYZ file:
```
84
Properties=species:S:1:pos:R:3:forces:R:3
K -0.21921 -1.40065 -0.80418 0.084 0.035 0.051
C -2.76236 -2.88784 1.47695 0.015 -0.008 0.012
C -2.60852 -2.03694 2.74310 0.002 0.001 -0.010
C -2.24448 -2.92392 3.92849 -0.001 -0.003 0.011
C -1.61577 -0.91718 2.49155 -0.003 -0.004 -0.003
C -1.94954 0.08635 1.57590 -0.020 -0.061 0.018
C -1.04628 1.07421 1.23144 -0.008 0.106 0.044
C 0.22114 1.12264 1.81936 0.011 -0.033 0.051
C 1.19551 2.20901 1.45163 0.000 -0.017 -0.015
C 0.54415 0.14193 2.74628 -0.001 0.005 -0.022
C -0.35764 -0.86857 3.07514 0.016 -0.015 -0.040
H -3.50951 -3.67258 1.62725 -0.010 0.007 0.004
H -1.81286 -3.37084 1.22495 -0.001 0.008 0.001
H -3.06804 -2.28171 0.62253 -0.018 0.013 -0.001
H -3.57478 -1.56440 2.95580 -0.001 0.002 -0.011
H -1.31880 -3.47095 3.73272 -0.008 -0.004 0.003
H -3.03178 -3.66234 4.09511 0.001 -0.004 0.000
H -2.11539 -2.34775 4.84818 0.006 0.003 -0.003
H -2.92019 0.07738 1.09153 -0.003 -0.011 -0.017
H -1.31425 1.80166 0.47320 -0.006 0.001 0.021
H 0.80660 3.19281 1.72442 -0.006 0.005 -0.009
H 1.37353 2.21412 0.37519 -0.003 0.002 -0.015
H 2.15227 2.06892 1.95878 -0.002 -0.002 -0.001
H 1.52817 0.14607 3.20610 -0.004 0.004 0.012
H -0.04539 -1.63924 3.76817 -0.005 0.012 0.009
N 6.79239 3.51252 -0.89302 0.002 0.006 0.007
C 5.64057 2.83996 -1.35027 -0.016 -0.004 -0.023
C 5.06883 3.17369 -2.57594 0.011 0.008 0.028
C 3.91408 2.54036 -3.00695 -0.010 -0.009 -0.055
C 3.32532 1.56158 -2.22413 -0.045 -0.013 0.029
C 3.88550 1.22655 -0.99959 0.040 -0.037 -0.030
C 5.03533 1.86334 -0.56315 0.000 0.011 0.017
S 1.85161 0.71143 -2.75664 0.048 0.008 0.387
O 2.02540 -0.64268 -2.24891 -0.149 0.125 -0.196
O 1.77316 0.87336 -4.19034 0.003 -0.041 -0.118
N 0.62478 1.31274 -1.94992 0.118 -0.040 -0.121
C 0.21403 2.58924 -2.15020 0.008 -0.047 0.147
N 0.93324 3.46509 -2.88554 0.044 -0.047 -0.022
C 0.45271 4.69394 -2.99259 -0.028 0.018 -0.060
C -0.72993 5.10754 -2.41097 0.025 0.018 0.010
C -1.39684 4.13911 -1.66633 -0.079 -0.001 -0.031
N -0.94126 2.91226 -1.51873 0.044 -0.002 -0.044
H 7.37698 3.84935 -1.64278 0.000 -0.004 -0.001
H 7.33474 2.96635 -0.24091 -0.002 -0.001 -0.004
H 5.53186 3.93914 -3.19036 -0.005 0.001 0.001
H 3.45411 2.79151 -3.95276 0.004 0.003 0.014
H 3.43181 0.44211 -0.40680 -0.011 0.006 0.007
H 5.47441 1.59403 0.39177 -0.004 0.004 -0.002
H 1.04679 5.38314 -3.59050 0.015 0.006 0.015
H -1.11387 6.11058 -2.53046 -0.006 0.001 0.003
H -2.35192 4.34138 -1.18818 0.010 0.037 0.026
I 2.39466 -2.86650 1.46631 0.008 -0.001 -0.011
C 2.30624 -4.85291 0.78306 0.006 0.016 0.002
C 3.32156 -5.69086 1.15010 -0.011 -0.004 -0.012
C 3.29044 -7.03942 0.73260 0.013 0.005 0.006
C 2.24878 -7.49146 -0.02279 -0.013 -0.019 -0.003
C 1.19261 -6.62640 -0.40678 -0.004 -0.008 0.000
C 0.11444 -7.10673 -1.18764 -0.001 -0.005 0.010
C -0.88651 -6.24960 -1.55002 0.035 0.019 0.027
C -0.84134 -4.89127 -1.15717 -0.053 0.019 -0.003
C 0.16621 -4.32284 -0.39428 0.024 -0.020 0.020
C 1.19412 -5.25076 -0.01555 -0.003 0.021 -0.044
H 4.14275 -5.32589 1.75231 -0.002 -0.001 0.006
H 4.09772 -7.70501 1.01705 -0.003 -0.003 0.005
H 2.21183 -8.52784 -0.34590 0.005 -0.001 0.000
H 0.10154 -8.15130 -1.48382 0.006 0.000 0.000
H -1.72001 -6.61481 -2.14400 -0.003 0.003 -0.015
H -1.67728 -4.26974 -1.48604 0.008 -0.017 0.000
O -4.60845 3.31567 -0.95666 -0.004 0.054 0.041
S -4.85927 2.14426 -1.77037 0.045 -0.200 -0.037
O -6.21376 2.00970 -2.26247 -0.014 0.044 -0.017
N -4.33981 0.79255 -1.07122 -0.027 0.084 -0.001
C -3.32158 0.23652 -1.74386 0.057 -0.015 0.047
O -2.71875 -0.79468 -1.41989 -0.066 0.040 -0.105
C -2.92673 1.01935 -2.97736 0.020 -0.110 0.010
C -1.87456 0.77252 -3.83918 -0.038 0.015 -0.001
C -1.61197 1.70203 -4.83773 -0.039 0.027 -0.008
C -2.41392 2.83335 -4.98154 0.048 -0.015 -0.029
C -3.48692 3.06521 -4.12763 -0.017 -0.007 0.042
C -3.71298 2.13848 -3.12998 -0.026 0.040 0.000
H -1.24213 -0.09315 -3.70258 0.010 -0.012 0.000
H -0.75054 1.56213 -5.47847 -0.001 -0.003 0.001
H -2.18020 3.55483 -5.75608 -0.004 0.000 0.004
H -4.09859 3.95416 -4.21780 -0.004 -0.002 -0.004
```
Positions in Å, forces in eV/Å.

Values from the calculation:
Energy above the lowest of the compared OMol25 structures with the same formula, charge and spin, eV: 0.1735
Total charge: -2
Molecular weight, g/mol: 857.8

***

no.,HOMO (eV),strongest force on any atom (Eh/bohr)
1,-13.2,0.0035
2,-2.1,0.0076